[1]
Computed, not measured: a structure of composition C29H36Br54Cl2F4NO3, with wB97M-V/def2-TZVPD.

Kohn-Sham gap: 0.302 Eh
2S+1: 1
LUMO energy: -0.111 hartree
Charge: +1
HOMO energy: -11.235 eV

Each line ends with the Löwdin charge.
Atoms and positions in Å:
C: 2.145 4.997 5.441  -0.235
C: 1.838 3.353 5.486  -0.647
Cl: 0.215 3.163 6.361  0.556
C: 1.765 2.819 3.910  -0.539
Cl: 0.793 4.066 2.962  0.635
C: 1.306 1.260 3.755  -0.215
O: 2.463 0.499 3.275  -0.108
C: 2.529 0.358 1.825  -0.206
C: 2.580 -1.263 1.494  -0.081
C: 1.484 -2.161 2.313  -0.186
O: 0.186 -2.287 1.574  -0.211
C: 1.451 1.207 0.945  -0.087
C: 1.458 0.825 -0.684  -0.145
F: 2.878 0.548 -1.120  -0.019
F: 0.690 -0.398 -1.004  -0.026
C: 0.996 2.169 -1.516  -0.053
F: 0.368 1.828 -2.814  0.001
F: 2.276 2.895 -1.860  -0.105
N: 0.034 1.226 1.464  0.117
C: -0.093 0.990 2.952  -0.221
O: -1.289 1.646 3.568  -0.112
H: 1.067 5.500 5.431  -0.145
H: 2.653 5.377 6.443  0.108
H: 2.808 5.313 4.529  0.088
H: 2.741 2.844 6.062  0.138
H: 2.890 2.890 3.519  0.150
H: 1.110 0.872 4.869  0.182
H: 3.606 0.763 1.502  0.163
H: 2.544 -1.523 0.354  0.117
H: 3.653 -1.623 1.872  0.150
H: 1.900 -3.271 2.381  0.141
H: 1.269 -1.817 3.411  0.130
H: 0.370 -2.425 0.597  0.040
H: 1.825 2.341 0.966  0.169
H: 0.359 2.867 -0.825  0.177
H: -0.395 2.169 1.218  0.173
H: -0.610 0.517 0.999  0.180
H: -0.317 -0.177 3.073  0.187
H: -2.068 1.054 3.277  0.071
C: 2.988 -0.517 -4.505  -1.568
Br: 1.753 -0.846 -5.972  0.561
Br: 4.197 -2.016 -4.227  0.490
Br: 3.950 1.158 -4.730  0.539
H: 2.385 -0.420 -3.596  -0.053
C: -3.039 -3.570 -0.468  -1.558
Br: -4.273 -3.899 -1.936  0.570
Br: -1.830 -5.069 -0.191  0.543
Br: -2.076 -1.895 -0.693  0.608
H: -3.642 -3.473 0.441  -0.019
C: 4.557 -6.013 -2.037  -1.577
Br: 3.221 -7.406 -2.279  0.554
Br: 5.204 -5.328 -3.739  0.549
Br: 3.914 -4.587 -0.880  0.528
H: 5.412 -6.474 -1.532  -0.018
C: -0.787 8.458 6.304  -1.552
Br: 0.751 9.182 7.250  0.585
Br: -1.774 9.842 5.359  0.597
Br: -0.287 6.993 5.125  0.679
H: -1.461 8.044 7.060  -0.015
C: -5.470 2.307 3.981  -1.599
Br: -3.932 3.032 4.927  0.579
Br: -6.457 3.692 3.037  0.585
Br: -4.970 0.842 2.803  0.554
H: -6.145 1.893 4.738  -0.104
C: 4.854 5.197 -3.557  -1.551
Br: 5.718 4.367 -5.090  0.547
Br: 2.923 5.289 -3.777  0.557
Br: 5.352 4.330 -1.888  0.574
H: 5.219 6.228 -3.503  -0.017
C: -5.245 -3.028 -6.069  -1.593
Br: -5.765 -1.301 -5.341  0.549
Br: -3.316 -3.276 -6.038  0.531
Br: -6.177 -4.493 -5.193  0.545
H: -5.552 -3.037 -7.121  -0.021
C: -0.316 -8.504 1.606  -1.542
Br: -1.652 -9.898 1.364  0.566
Br: 0.332 -7.820 -0.096  0.524
Br: -0.959 -7.079 2.763  0.514
H: 0.539 -8.965 2.111  -0.023
C: 7.804 1.246 -1.494  -1.597
Br: 8.120 -0.205 -2.751  0.557
Br: 6.373 0.823 -0.245  0.521
Br: 9.435 1.774 -0.574  0.575
H: 7.473 2.110 -2.079  -0.063
C: -2.161 -10.594 5.088  -1.630
Br: -2.680 -8.867 5.816  0.538
Br: -0.232 -10.842 5.119  0.557
Br: -3.093 -12.059 5.963  0.568
H: -2.467 -10.603 4.036  -0.149
C: -0.225 -2.059 -9.702  -1.594
Br: -1.560 -3.453 -9.944  0.556
Br: 0.423 -1.374 -11.404  0.566
Br: -0.867 -0.634 -8.546  0.524
H: 0.630 -2.520 -9.197  -0.025
C: 3.128 -0.530 -14.663  -1.613
Br: 4.825 -1.282 -14.080  0.547
Br: 3.260 1.383 -14.994  0.553
Br: 2.403 -1.482 -16.197  0.556
H: 2.419 -0.664 -13.839  -0.065
C: -5.663 -8.726 2.726  -1.567
Br: -4.735 -7.267 1.834  0.531
Br: -7.516 -8.865 2.150  0.579
Br: -4.716 -10.413 2.532  0.569
H: -5.678 -8.489 3.795  -0.025
C: -5.261 9.429 3.810  -1.621
Br: -6.930 10.396 4.065  0.570
Br: -5.269 7.715 4.731  0.524
Br: -4.817 9.236 1.926  0.551
H: -4.469 10.033 4.265  -0.085
C: 7.860 -0.600 -7.134  -1.574
Br: 7.340 1.127 -6.405  0.509
Br: 9.789 -0.848 -7.103  0.569
Br: 6.927 -2.066 -6.258  0.519
H: 7.553 -0.609 -8.185  -0.020
C: 0.434 7.207 -6.988  -1.595
Br: -0.085 8.934 -6.259  0.560
Br: 2.363 6.959 -6.957  0.532
Br: -0.498 5.741 -6.112  0.538
H: 0.128 7.198 -8.039  -0.022
C: -7.250 -1.339 5.738  -1.560
Br: -5.712 -0.615 6.684  0.527
Br: -8.237 0.045 4.794  0.599
Br: -6.751 -2.804 4.560  0.559
H: -7.925 -1.753 6.495  -0.020
C: -6.607 1.719 10.177  -1.593
Br: -7.943 0.326 9.936  0.551
Br: -5.959 2.404 8.476  0.507
Br: -7.250 3.145 11.334  0.571
H: -5.752 1.258 10.683  -0.020

=====

[2]
Computed, not measured: a structure of composition C29H36BrIrN7OTe, with wB97M-V/def2-TZVPD.

Energy above the lowest of the compared OMol25 structures with the same formula, charge and spin: 6.3 kcal per mole
⟨S²⟩: 0.763
Kohn-Sham gap (spin up / spin down): 0.275 / 0.198 Eh
2S+1: 2
LUMO energy (spin up / spin down): -0.203 / -0.280 hartree
Charge: +2
HOMO energy (spin up / spin down): -13.002 / -13.002 eV

Each line ends with the Löwdin charge.
Atoms and positions in Å:
Ir: 0.634 0.104 0.054  0.756
Br: 0.308 -0.395 2.491  0.888
C: 2.155 -0.223 2.952  -0.522
C: 2.529 -0.462 4.235  -0.095
C: 3.899 -0.360 4.552  -0.043
C: 4.795 -0.032 3.577  -0.002
C: 4.388 0.216 2.243  -0.146
C: 5.340 0.545 1.251  -0.009
C: 4.931 0.772 -0.026  -0.042
C: 3.561 0.693 -0.363  -0.122
C: 2.589 0.391 0.546  -0.260
C: 3.012 0.130 1.892  -0.205
H: 1.806 -0.726 4.994  0.115
H: 4.225 -0.547 5.565  0.121
H: 5.849 0.041 3.811  0.127
H: 6.386 0.606 1.523  0.127
H: 5.647 1.020 -0.798  0.119
H: 3.315 0.906 -1.390  0.064
C: -2.179 -5.491 0.141  0.012
N: -1.485 -4.219 -0.007  -0.069
C: -0.044 -4.061 -0.122  0.008
C: 0.052 -2.561 -0.138  -0.488
O: 1.121 -1.910 -0.241  -0.123
N: -1.147 -1.981 -0.040  0.136
C: -2.037 -3.010 0.054  -0.375
N: -3.336 -2.799 0.185  0.248
H: -1.494 -6.291 -0.124  0.105
H: -3.028 -5.544 -0.541  0.102
H: -2.513 -5.641 1.168  0.108
H: 0.352 -4.497 -1.042  0.158
H: 0.493 -4.485 0.729  0.160
H: -3.677 -1.854 0.246  0.134
H: -3.994 -3.554 0.287  0.126
C: 1.524 -0.582 -2.831  -0.148
N: 1.402 -0.404 -4.250  -0.074
C: 1.812 0.952 -4.619  -0.129
N: 0.957 1.944 -3.961  -0.071
C: 1.074 1.809 -2.538  -0.184
N: 0.675 0.421 -2.055  -0.206
C: -0.752 0.215 -2.555  -0.192
N: -0.864 0.368 -3.978  -0.074
C: 0.009 -0.604 -4.644  -0.137
C: -0.432 1.717 -4.357  -0.135
H: 2.557 -0.465 -2.512  0.119
H: 1.185 -1.576 -2.555  0.117
H: 1.733 1.070 -5.699  0.140
H: 2.850 1.113 -4.326  0.139
H: 0.419 2.530 -2.047  0.079
H: 2.096 2.000 -2.230  0.109
H: -1.386 0.949 -2.053  0.086
H: -1.056 -0.789 -2.257  0.108
H: -0.084 -0.486 -5.722  0.139
H: -0.304 -1.615 -4.376  0.135
H: -1.073 2.454 -3.869  0.137
H: -0.527 1.833 -5.435  0.140
C: 0.854 8.449 -0.068  -0.022
C: 0.534 6.991 0.040  -0.220
C: -0.785 6.546 0.110  0.009
C: -1.107 5.206 0.228  -0.316
C: -2.564 4.828 0.296  -0.106
C: -0.044 4.266 0.266  -0.474
Te: -0.675 2.306 0.527  1.285
C: 1.300 4.692 0.202  -0.289
C: 2.452 3.743 0.293  -0.056
C: 1.555 6.045 0.087  0.008
H: -0.041 9.048 -0.222  0.085
H: 1.543 8.633 -0.893  0.095
H: 1.344 8.795 0.844  0.100
H: -1.587 7.272 0.069  0.128
H: -3.180 5.722 0.232  0.088
H: -2.813 4.328 1.234  0.069
H: -2.856 4.170 -0.523  0.067
H: 2.190 2.764 -0.093  -0.005
H: 2.762 3.604 1.333  0.110
H: 3.312 4.120 -0.258  0.101
H: 2.586 6.377 0.035  0.135

=====

[3]
Computed, not measured: a structure of composition C29H36CaCl2N4O7Si, with wB97M-V/def2-TZVPD.

Energy above the lowest of the compared OMol25 structures with the same formula, charge and spin: 0.0 kcal per mole
Kohn-Sham gap: 0.297 Eh
2S+1: 1
LUMO energy: 0.153 hartree
Charge: -2
HOMO energy: -3.932 eV

Each line ends with the Löwdin charge.
Atoms and positions in Å:
Ca: 10.651 14.415 11.378  1.392
N: 9.390 12.114 11.316  -0.016
C: 8.383 12.345 12.329  -0.270
C: 7.569 13.582 11.980  -0.205
N: 8.347 14.839 12.063  -0.155
C: 7.813 15.915 11.207  -0.222
C: 7.905 15.570 9.687  -0.237
N: 9.189 14.903 9.387  -0.057
H: 8.973 12.053 10.382  0.038
H: 9.949 11.282 11.519  0.096
H: 8.830 12.504 13.300  0.098
H: 7.691 11.531 12.391  0.082
H: 6.708 13.655 12.650  0.115
H: 7.195 13.434 10.967  0.084
H: 8.433 15.153 13.016  0.110
H: 8.450 16.755 11.398  0.056
H: 6.769 16.201 11.488  0.119
H: 7.818 16.551 9.161  0.087
H: 7.080 14.890 9.404  0.091
H: 9.810 15.523 8.806  0.070
H: 8.974 14.031 8.866  0.039
O: 14.535 13.060 9.602  -0.023
C: 13.524 13.257 10.293  -0.634
O: 12.537 14.014 10.006  -0.186
C: 13.438 12.521 11.659  -0.193
C: 14.134 11.358 11.928  -0.027
C: 13.993 10.790 13.186  -0.065
C: 13.149 11.439 14.108  -0.014
C: 12.473 12.600 13.726  -0.162
N: 12.566 13.118 12.465  0.089
C: 11.426 13.289 14.578  -0.685
O: 11.451 13.043 15.781  -0.014
O: 10.636 14.037 13.949  -0.112
H: 14.670 10.841 11.147  0.108
H: 14.410 9.820 13.422  0.091
H: 12.963 11.056 15.105  0.103
C: 4.790 11.333 7.338  -0.093
C: 6.107 10.966 6.651  -0.612
C: 5.963 9.581 6.051  -0.115
C: 6.470 12.015 5.578  -0.096
Si: 7.418 11.000 8.025  0.404
O: 7.433 12.414 8.773  -0.357
C: 6.860 9.594 9.181  -0.203
C: 6.269 9.903 10.388  -0.096
C: 5.539 8.939 11.135  -0.084
C: 5.561 7.621 10.743  -0.133
C: 6.247 7.235 9.606  -0.106
C: 6.860 8.222 8.842  -0.112
C: 9.164 10.626 7.344  -0.193
C: 10.174 11.550 7.664  -0.072
C: 11.484 11.415 7.179  -0.082
C: 11.821 10.337 6.414  -0.125
C: 10.862 9.390 6.080  -0.113
C: 9.554 9.559 6.528  -0.117
H: 4.012 11.136 6.640  0.059
H: 4.753 12.366 7.668  0.082
H: 4.623 10.691 8.167  0.056
H: 5.116 9.600 5.364  0.068
H: 5.769 8.771 6.752  0.055
H: 6.856 9.297 5.422  0.081
H: 5.657 12.285 4.897  0.065
H: 7.381 11.660 4.976  0.098
H: 6.721 12.934 6.119  0.067
H: 6.236 10.925 10.680  0.076
H: 5.069 9.275 12.060  0.096
H: 4.989 6.885 11.279  0.084
H: 6.368 6.207 9.277  0.093
H: 7.444 7.911 7.980  0.085
H: 10.003 12.356 8.398  0.076
H: 12.243 12.117 7.478  0.099
H: 12.851 10.272 6.011  0.106
H: 11.161 8.540 5.477  0.086
H: 8.783 8.787 6.321  0.081
Cl: 11.322 17.971 8.720  0.539
C: 10.640 18.843 10.153  -0.963
Cl: 8.946 19.215 9.761  0.570
C: 10.649 18.090 11.480  -0.865
O: 10.637 18.864 12.423  0.004
O: 10.651 16.858 11.427  -0.143
H: 11.159 19.801 10.304  0.064

=====

[4]
Computed, not measured: a structure of composition C29H36ClN9OReS, with wB97M-V/def2-TZVPD.

Energy above the lowest of the compared OMol25 structures with the same formula, charge and spin: 15.1 kcal per mole
⟨S²⟩: 2.069
Kohn-Sham gap (spin up / spin down): 0.227 / 0.225 Eh
2S+1: 3
LUMO energy (spin up / spin down): -0.312 / -0.323 hartree
Charge: +3
HOMO energy (spin up / spin down): -14.656 / -14.906 eV

Each line ends with the Löwdin charge.
Atoms and positions in Å:
Re: 0.788 -0.586 -0.049  1.184
N: -1.437 -1.103 3.601  0.130
C: -0.971 -0.940 2.357  -0.800
S: 0.634 -0.356 2.191  0.687
N: -1.686 -1.388 1.347  0.030
N: -1.175 -0.969 0.226  -0.188
C: -1.891 -1.115 -0.959  -0.180
C: -3.279 -1.396 -1.024  -0.235
C: -3.757 -2.420 -1.819  -0.026
C: -5.093 -2.753 -1.658  -0.062
C: -5.913 -2.047 -0.830  -0.041
C: -5.488 -0.821 -0.251  -0.025
C: -4.132 -0.515 -0.299  -0.010
C: -1.153 -0.845 -2.165  -0.173
C: -1.770 -0.380 -3.375  0.027
C: -1.007 0.028 -4.448  -0.012
C: 0.396 -0.111 -4.390  0.002
C: 0.983 -0.609 -3.202  -0.102
N: 0.284 -0.927 -2.090  -0.081
H: -0.890 -0.874 4.414  0.108
H: -2.322 -1.567 3.640  0.117
H: -3.134 -2.851 -2.582  0.118
H: -5.479 -3.635 -2.168  0.125
H: -6.930 -2.409 -0.573  0.135
H: -6.150 -0.096 0.172  0.109
H: -3.687 0.214 0.345  0.101
H: -2.892 -0.407 -3.383  0.149
H: -1.527 0.456 -5.272  0.122
H: 0.957 -0.017 -5.337  0.135
H: 2.057 -0.694 -3.069  0.114
N: -0.673 4.923 2.966  0.214
C: 0.339 4.169 2.175  -0.304
C: -0.376 3.113 1.319  -0.108
C: 0.582 2.782 0.205  -0.355
N: 0.193 1.571 -0.530  -0.022
C: 2.043 2.820 0.656  -0.163
C: 2.498 4.232 0.885  -0.355
N: 3.566 4.246 1.896  0.064
C: 1.225 5.097 1.342  -0.065
H: -1.472 5.326 2.385  0.208
H: -0.318 5.701 3.557  0.195
H: -1.190 4.247 3.541  0.179
H: 0.954 3.637 2.926  0.174
H: -1.377 3.492 1.060  0.137
H: -0.534 2.226 1.961  0.098
H: 0.441 3.594 -0.526  0.158
H: 0.544 1.560 -1.522  0.122
H: -0.827 1.458 -0.636  0.111
H: 2.672 2.423 -0.088  0.029
H: 2.191 2.134 1.499  0.117
H: 2.855 4.571 -0.099  0.148
H: 3.530 5.146 2.361  0.077
H: 4.506 4.067 1.529  0.075
H: 0.659 5.486 0.500  0.121
H: 1.512 6.025 1.968  0.154
O: 0.925 -2.512 0.249  -0.363
N: 0.083 -3.639 0.090  -0.077
C: -0.266 -4.234 1.228  0.004
C: -1.004 -5.411 1.170  0.019
C: -1.338 -5.901 -0.089  -0.002
C: -1.005 -5.255 -1.285  0.001
C: -0.191 -4.145 -1.192  0.042
H: 0.188 -3.741 2.086  0.153
H: -1.277 -5.862 2.127  0.139
H: -1.890 -6.829 -0.082  0.131
H: -1.307 -5.700 -2.226  0.134
H: 0.100 -3.472 -2.006  0.132
Cl: 5.195 2.204 -0.688  0.809
C: 4.772 0.581 -0.399  -0.642
C: 5.632 -0.400 0.072  -0.001
C: 5.015 -1.579 0.593  -0.010
C: 3.692 -1.779 0.409  -0.101
N: 2.859 -0.871 -0.204  -0.128
C: 3.465 0.223 -0.711  -0.204
H: 6.731 -0.273 -0.066  0.149
H: 5.562 -2.372 1.111  0.136
H: 3.255 -2.765 0.557  0.122
H: 2.930 0.822 -1.423  0.090

=====

[5]
Computed, not measured: a structure of composition C29H36Ge2N3O5Re, with wB97M-V/def2-TZVPD.

Energy above the lowest of the compared OMol25 structures with the same formula, charge and spin: 0.0 kcal per mole
⟨S²⟩: 0.759
Kohn-Sham gap (spin up / spin down): 0.221 / 0.217 Eh
2S+1: 2
LUMO energy (spin up / spin down): -0.361 / -0.366 hartree
Charge: +3
HOMO energy (spin up / spin down): -15.853 / -15.851 eV

Each line ends with the Löwdin charge.
Atoms and positions in Å:
Re: -1.493 -0.986 -1.667  1.291
O: -3.716 -4.377 -2.471  0.259
C: -2.984 -3.416 -2.037  -0.384
O: -2.553 -2.491 -2.767  -0.029
C: -2.613 -3.460 -0.599  -0.126
C: -2.889 -4.465 0.311  0.094
C: -2.340 -4.367 1.589  0.053
C: -1.508 -3.297 1.902  0.099
C: -1.293 -2.323 0.942  -0.133
N: -1.864 -2.400 -0.261  -0.008
C: -0.422 -1.121 1.031  -0.483
O: 0.394 -0.964 1.948  0.029
O: -0.521 -0.283 0.071  -0.189
H: -3.912 -4.317 -3.426  0.193
H: -3.503 -5.309 0.025  0.152
H: -2.541 -5.135 2.323  0.145
H: -1.030 -3.215 2.870  0.153
C: 0.473 0.199 -5.010  -0.119
C: -0.136 0.588 -3.651  -0.341
Ge: 0.798 -0.237 -2.139  0.977
C: 0.759 -2.223 -2.417  -0.333
C: 2.186 -2.580 -2.923  -0.116
C: 2.201 0.620 -1.181  -0.177
C: 2.485 0.873 0.108  -0.260
Ge: 1.632 0.654 1.902  1.115
C: 0.228 1.903 2.441  -0.296
C: 0.544 3.398 2.503  -0.145
C: 2.817 -0.146 3.217  -0.295
C: 3.851 0.780 3.863  -0.126
C: 3.785 1.504 0.437  -0.312
C: 4.982 0.899 0.057  -0.028
C: 6.192 1.486 0.396  -0.038
C: 6.218 2.684 1.100  -0.040
C: 5.029 3.292 1.475  -0.043
C: 3.817 2.696 1.158  -0.063
H: -0.094 0.661 -5.817  0.092
H: 0.463 -0.879 -5.171  0.075
H: 1.502 0.547 -5.087  0.088
H: -1.199 0.242 -3.639  0.034
H: -0.159 1.665 -3.489  0.087
H: 0.035 -2.519 -3.182  0.063
H: 0.577 -2.800 -1.504  0.067
H: 2.440 -2.027 -3.828  0.077
H: 2.241 -3.641 -3.160  0.095
H: 2.933 -2.360 -2.162  0.078
H: 2.960 0.950 -1.897  0.087
H: -0.071 1.531 3.424  0.085
H: -0.606 1.719 1.760  0.056
H: 1.350 3.617 3.201  0.077
H: -0.338 3.939 2.846  0.084
H: 0.811 3.800 1.526  0.071
H: 3.304 -1.003 2.748  0.083
H: 2.127 -0.540 3.968  0.076
H: 4.626 1.073 3.159  0.055
H: 4.331 0.258 4.690  0.089
H: 3.400 1.687 4.269  0.079
H: 4.967 -0.042 -0.480  0.118
H: 7.120 1.010 0.109  0.121
H: 7.164 3.141 1.353  0.123
H: 5.045 4.230 2.013  0.124
H: 2.897 3.192 1.435  0.086
N: -6.071 1.567 2.367  0.220
C: -5.194 0.706 1.836  -0.484
O: -4.773 -0.290 2.394  0.068
C: -4.682 0.998 0.434  -0.069
C: -5.213 1.873 -0.504  0.059
C: -4.624 1.954 -1.762  0.010
C: -3.544 1.154 -2.053  -0.070
N: -3.027 0.283 -1.149  -0.102
C: -3.600 0.229 0.066  -0.034
H: -6.432 1.372 3.289  0.141
H: -6.363 2.418 1.920  0.114
H: -6.082 2.481 -0.287  0.137
H: -5.010 2.624 -2.517  0.137
H: -3.076 1.185 -3.028  0.114
H: -3.209 -0.468 0.791  0.113

=====

no.,largest force on an atom (eV/Å),energy (Eh)
1,4.9,-141722.99824
2,0.6,-4531.08509
3,2.4,-3760.26938
4,5.8,-2630.40955
5,0.7,-5898.31819